{
  "formula": "C22H39BrF6IN2O9P2S",
  "method": "wB97M-V/def2-TZVPD",
  "gap_ev": 6.80,
  "homo_energy_ev": -5.00,
  "fmax_ev_per_a": 7.20,
  "total_energy_ev": -168709.17591,
  "total_charge": -1,
  "species": ["C", "C", "C", "C", "C", "C", "O", "C", "Br", "C", "C", "O", "I", "C", "O", "O", "P", "P", "O", "O", "O", "C", "S", "O", "C", "C", "C", "O", "N", "F", "C", "F", "F", "C", "F", "F", "F", "H", "H", "H", "H", "H", "H", "H", "H", "H", "H", "H", "H", "H", "H", "H", "H", "H", "H", "H", "H", "H", "H", "H", "H", "C", "C", "N", "C", "C", "C", "C", "H", "H", "H", "H", "H", "H", "H", "H", "H", "H", "H", "H", "H", "H", "H"],
  "positions_angstrom": [[-2.287669, 1.988684, -0.286095], [-1.248984, 1.108820, 0.602520], [-1.316895, -0.413389, 0.024580], [-0.554162, -1.486848, 0.903245], [0.604106, -2.393465, 0.319453], [1.533639, -1.869345, -0.868320], [0.910284, -1.625845, -2.108677], [0.108458, -2.456533, -2.849904], [-1.703211, -3.029442, -2.141542], [-0.356417, -1.500376, -4.110890], [-0.952311, -2.295483, -5.343311], [-1.998798, -2.952946, -5.409244], [0.199414, -2.169800, -7.230401], [0.657123, -3.772360, -3.583000], [0.172279, -4.917873, -3.261420], [1.638531, -3.790989, -4.560796], [1.960551, -0.033669, -0.349997], [2.429799, 0.181027, 1.749653], [3.680994, 1.111085, 1.818482], [2.835742, -1.201959, 2.619015], [1.238688, 1.036389, 2.661022], [2.911122, -2.793250, -0.953675], [4.394910, -1.997897, -0.142451], [3.335079, -3.054750, -2.302876], [3.862634, -1.969342, -3.049680], [5.454495, -2.094749, -3.415020], [5.717758, -2.376281, -4.968697], [6.017011, -0.759572, -3.154765], [2.540187, -4.145004, -0.447889], [2.383458, -5.082951, -1.419405], [3.293783, -4.762377, 0.611745], [3.265815, -4.106852, 1.883530], [2.566243, -5.987292, 0.906573], [4.775775, -5.342492, 0.250280], [5.672081, -4.686046, 1.165139], [4.898439, -6.720024, 0.558189], [5.227948, -5.006986, -1.029893], [-2.591986, 2.951834, 0.262792], [-3.203237, 1.334038, -0.472379], [-1.805313, 2.187437, -1.300489], [-1.496199, 1.169245, 1.715368], [-0.222055, 1.584013, 0.426904], [-1.027938, -0.328485, -1.072763], [-2.446557, -0.659479, 0.030058], [-0.173596, -0.956890, 1.860773], [-1.360834, -2.209888, 1.312919], [0.121306, -3.404003, 0.029555], [1.261089, -2.677565, 1.229608], [-1.124265, -0.721347, -3.747548], [0.574087, -0.920093, -4.446917], [3.174971, 0.381911, -1.030017], [3.805716, -1.228329, 2.774321], [1.055822, 1.898785, 2.225268], [5.570134, -2.542471, -0.634659], [3.672696, -0.912312, -2.681185], [3.353134, -2.007858, -4.090548], [5.927757, -2.884066, -2.733441], [6.271692, -3.374439, -5.079377], [4.792044, -2.339140, -5.626910], [6.454203, -1.574689, -5.347592], [5.732929, -0.449698, -2.269547], [-6.339349, 6.785334, 2.352196], [-6.101324, 5.310156, 2.653299], [-4.694815, 4.923788, 2.675864], [-4.497614, 3.476291, 2.726695], [-4.979198, 2.737348, 3.975942], [-3.830282, 5.697582, 3.564679], [-4.178546, 5.709499, 5.052178], [-5.898156, 7.069749, 1.393184], [-7.414106, 6.981415, 2.298247], [-5.932235, 7.434769, 3.130643], [-6.607241, 4.739368, 1.866836], [-6.606853, 5.060086, 3.595818], [-3.437374, 3.250123, 2.574901], [-5.004906, 3.036747, 1.860126], [-4.301924, 2.881821, 4.818130], [-5.007809, 1.660521, 3.775507], [-5.986220, 3.035815, 4.279563], [-3.810379, 6.731496, 3.209640], [-2.795231, 5.353616, 3.447456], [-5.249421, 5.818570, 5.234819], [-3.679724, 6.552936, 5.540005], [-3.830790, 4.806644, 5.554593]],
  "forces_ev_per_a": [[0.35, -0.74, 0.64], [-0.46, 0.22, -1.04], [-0.87, 1.44, 0.30], [-0.52, 0.23, 1.00], [-0.30, -1.62, 0.49], [0.80, 0.33, 2.23], [0.46, 0.01, 0.52], [-1.62, -0.42, -3.84], [0.67, 0.38, 0.57], [0.69, 0.74, 0.35], [-2.95, -1.93, 0.08], [3.97, 2.73, 0.67], [-0.24, 0.18, 0.64], [3.51, -5.76, -2.49], [0.37, 3.86, 0.11], [-3.89, 2.59, 3.82], [-1.22, 0.21, -1.30], [4.82, 3.09, 3.48], [-3.03, -2.20, -0.89], [-1.48, 1.46, -0.90], [1.09, -2.00, -1.69], [0.74, -0.75, -2.95], [0.14, 0.44, 1.15], [-0.72, 0.88, 1.26], [0.48, 0.59, -3.04], [-1.11, 0.73, 0.29], [1.11, 0.07, 0.32], [-0.14, -0.85, 0.27], [0.81, 0.93, 2.17], [0.24, -0.18, -0.34], [-1.38, -3.05, 1.80], [0.36, -0.88, -3.57], [1.26, 2.37, -0.63], [2.16, 0.47, 1.81], [-1.55, -1.53, -2.07], [-0.17, 3.46, -1.51], [-1.24, -1.40, 2.84], [0.48, -1.36, -1.08], [0.99, 1.08, 0.26], [-0.71, 0.00, 1.37], [0.24, -0.22, -1.46], [-1.34, -0.88, 0.38], [-0.14, -0.45, 1.48], [1.82, 0.22, -0.09], [-0.50, -0.69, -1.53], [1.43, 1.02, -0.72], [0.98, 1.70, 0.06], [-0.73, 0.57, -1.65], [0.97, -1.37, -0.57], [-1.31, -1.08, 0.35], [-0.50, -0.68, 1.02], [-0.75, 0.45, -0.35], [0.34, -0.83, 0.15], [-1.44, -0.36, -0.15], [0.15, -1.49, 0.09], [0.36, -0.19, 1.87], [-0.49, 0.99, -1.06], [-1.08, 1.32, 0.02], [1.10, -0.21, 1.08], [-1.16, -1.14, 0.65], [0.14, -0.48, -0.63], [0.06, 0.06, 0.03], [0.07, 0.12, 0.02], [0.23, -0.14, -0.12], [-0.13, -0.04, -0.19], [0.02, -0.28, 0.14], [-0.05, 0.17, -0.17], [0.17, 0.06, 0.31], [0.04, -0.04, 0.10], [0.09, -0.06, 0.01], [-0.01, -0.02, -0.06], [0.20, -0.16, 0.11], [-0.13, 0.00, 0.05], [0.00, 0.19, 0.04], [-0.04, 0.18, 0.01], [-0.10, 0.03, 0.01], [0.01, 0.12, 0.00], [0.10, 0.01, -0.03], [-0.13, -0.04, -0.07], [-0.21, -0.15, -0.10], [0.02, -0.02, -0.05], [-0.03, -0.04, -0.04], [-0.14, 0.02, 0.01]],
  "mulliken_charge": [-1.166, 0.171, -0.005, -1.099, -0.672, 0.776, -0.293, 0.027, -0.025, -0.228, 0.048, -0.456, -0.063, 0.490, -0.735, -0.708, -0.350, 0.994, -0.761, -0.516, -0.534, 0.416, -0.270, -0.473, -0.195, 0.720, -1.150, -0.616, 0.338, -0.237, 0.364, -0.220, -0.370, 0.634, -0.259, -0.249, -0.155, 0.299, 0.286, 0.297, 0.358, -0.195, -0.299, 0.428, 0.495, 0.299, 0.562, 0.267, 0.280, 0.403, 0.125, 0.363, 0.356, 0.198, -0.138, 0.224, -0.006, 0.260, 0.285, 0.343, 0.331, -1.413, -0.326, 0.184, -0.528, -1.247, -0.656, -0.989, 0.325, 0.431, 0.295, 0.426, 0.249, 0.189, 0.465, 0.282, 0.431, 0.277, 0.378, 0.333, 0.243, 0.372, 0.286]
}